{
  "formula": "C12H23AgCl10NiO4",
  "method": "ωB97M-V/def2-TZVPD",
  "species": ["Ag", "Ni", "C", "O", "H", "H", "H", "C", "O", "O", "O", "Cl", "C", "C", "Cl", "H", "H", "H", "H", "Cl", "C", "C", "Cl", "H", "H", "H", "H", "Cl", "C", "C", "Cl", "H", "H", "H", "H", "Cl", "C", "C", "Cl", "H", "H", "H", "H", "Cl", "C", "C", "Cl", "H", "H", "H", "H"],
  "xyz": [[2.73807, 2.58838, -0.36505], [0.40617, 2.28166, 1.96063], [0.08092, 0.24386, -0.12579], [0.88122, 1.27353, 0.41842], [-0.10305, 0.44154, -1.18972], [0.60625, -0.71772, -0.11457], [-0.86294, 0.11874, 0.40957], [2.58617, 3.41965, 2.22267], [3.73130, 3.24421, 1.64199], [2.09427, 2.68543, 3.14702], [1.69450, 3.73346, 1.30305], [-1.20072, -1.99544, 2.29014], [-1.21141, -1.87498, 4.05507], [-1.13095, -0.45653, 4.56304], [0.27093, 0.45377, 3.90575], [-0.38012, -2.47901, 4.40887], [-2.12254, -2.34770, 4.41691], [-1.02161, -0.47149, 5.64514], [-2.02179, 0.11388, 4.31616], [2.75225, -4.57398, -0.83985], [2.12576, -4.68268, 0.84390], [2.21098, -3.31144, 1.44821], [1.88101, -3.39050, 3.19956], [2.76868, -5.38777, 1.35972], [1.10880, -5.04424, 0.75026], [1.43967, -2.65446, 1.05404], [3.16353, -2.82220, 1.27268], [-1.04435, -2.42879, -1.58550], [-2.50094, -1.40037, -1.66928], [-3.36899, -1.63077, -0.44997], [-4.88026, -0.70651, -0.66258], [-3.05439, -1.63751, -2.57371], [-2.17099, -0.36627, -1.73795], [-2.87565, -1.32591, 0.46761], [-3.64797, -2.67988, -0.40903], [2.62643, -1.29736, -3.46589], [1.62772, -0.14979, -4.39847], [2.28699, 1.19278, -4.53896], [2.69366, 1.90302, -2.93016], [0.65249, -0.13570, -3.91629], [1.47187, -0.58732, -5.38515], [1.65489, 1.90502, -5.06248], [3.23299, 1.10431, -5.06478], [-0.02452, 3.60597, -2.04441], [-1.41896, 4.32217, -1.16471], [-2.46216, 3.29583, -0.80614], [-3.08335, 2.36935, -2.16731], [-1.79426, 5.12338, -1.79264], [-1.00642, 4.75333, -0.25312], [-3.31247, 3.78697, -0.33039], [-2.08670, 2.59610, -0.05651]],
  "forces_ev_per_a": [[-0.306, -0.187, -0.305], [1.413, -1.052, -0.166], [0.575, -0.408, -0.358], [-0.400, 0.956, 0.982], [-0.194, 0.227, 0.156], [-0.005, 0.153, 0.257], [-0.074, 0.056, -0.073], [-1.806, -4.924, -1.498], [0.041, 1.085, 1.064], [0.943, 1.893, 0.335], [-0.122, 1.990, -0.010], [-0.098, 0.035, -0.106], [0.298, -0.292, 0.206], [-0.596, -0.084, -0.062], [0.091, 0.219, -0.163], [0.113, 0.113, -0.034], [-0.113, 0.183, 0.006], [0.161, 0.100, -0.008], [0.022, 0.015, -0.085], [-0.074, 0.029, 0.016], [0.441, -0.039, -0.574], [-0.522, 0.559, -0.057], [0.234, -0.085, 0.223], [-0.127, -0.083, 0.091], [-0.056, -0.064, 0.276], [-0.053, -0.061, -0.176], [0.200, -0.240, 0.212], [0.000, -0.128, -0.065], [-0.150, 0.284, -0.003], [-0.007, -0.210, -0.477], [0.020, 0.127, 0.164], [0.095, -0.160, -0.029], [-0.022, -0.020, 0.044], [-0.161, 0.015, -0.040], [0.030, -0.019, 0.218], [-0.008, 0.033, -0.090], [-0.264, -0.519, 0.091], [0.040, -0.309, -0.236], [0.160, 0.257, -0.100], [0.059, 0.318, 0.116], [0.165, 0.123, -0.054], [-0.098, 0.051, 0.162], [0.079, 0.033, 0.106], [-0.067, 0.015, 0.177], [0.334, -0.001, -0.099], [-0.177, 0.067, 0.620], [-0.018, -0.057, -0.235], [-0.145, -0.065, -0.048], [-0.066, 0.062, -0.004], [0.025, 0.156, -0.161], [0.190, -0.150, -0.207]],
  "charge": 1,
  "fmax_ev_per_a": 5.454,
  "relative_energy_kj_mol": 0.0,
  "molar_mass_g_mol": 752.40,
  "homo_ev": [-12.82, -12.81],
  "spin_multiplicity": 4,
  "total_energy_ha": -7028.85717
}

{
  "formula": "C12H23AsCuF9NO5",
  "method": "ωB97M-V/def2-TZVPD",
  "species": ["Cu", "C", "O", "O", "C", "F", "F", "F", "C", "C", "H", "H", "H", "H", "H", "H", "As", "F", "F", "F", "F", "F", "F", "C", "C", "N", "H", "H", "H", "C", "O", "C", "C", "O", "C", "C", "O", "C", "H", "H", "H", "H", "H", "H", "H", "H", "H", "H", "H", "H", "H", "H"],
  "xyz": [[-0.21610, -0.09386, -0.34506], [1.40931, -2.21235, 0.66920], [1.20643, -1.16886, 1.66025], [0.61132, -1.91440, -0.34754], [2.89503, -2.38377, 0.30131], [3.32766, -1.29626, -0.38427], [3.71513, -2.54822, 1.33845], [3.07732, -3.40857, -0.54021], [1.86893, -1.26384, 2.90182], [1.04377, -0.58097, 3.98652], [1.16769, -1.03591, 4.96666], [1.23788, 0.49210, 3.98150], [-0.02186, -0.69164, 3.76357], [2.88463, -0.85751, 2.91666], [1.98044, -2.31982, 3.18173], [1.10725, -3.12654, 1.21917], [-1.69735, 3.40799, -0.76800], [-2.30527, 4.92510, -1.29669], [-2.95055, 2.60135, -1.64118], [-1.00790, 1.82795, -0.29190], [-0.39352, 4.20674, 0.04492], [-2.53721, 3.35917, 0.73050], [-0.70475, 3.29412, -2.19240], [-3.49661, -1.06790, 3.04825], [-2.53367, -0.70592, 2.01137], [-1.81236, -0.43552, 1.17396], [-3.53177, -0.29914, 3.81119], [-3.19475, -2.03065, 3.46181], [-4.43229, -1.26269, 2.52390], [-3.47052, -0.35408, -1.46557], [-2.06950, -0.29975, -1.70248], [-1.78093, -0.41757, -3.07626], [-0.29302, -0.65413, -3.21744], [0.38327, 0.25313, -2.33966], [1.76635, 0.30409, -2.56892], [2.38067, 1.18561, -1.49514], [1.74103, 0.93750, -0.25891], [2.48419, 1.44374, 0.82655], [-3.73757, 0.03476, -0.48748], [-3.83423, -1.37047, -1.62491], [-3.93710, 0.38120, -2.12894], [-2.08691, 0.42782, -3.70241], [-2.36669, -1.26447, -3.45822], [0.00935, -0.35480, -4.22463], [-0.01932, -1.69185, -3.01838], [2.00886, 0.77010, -3.53257], [2.25971, -0.67072, -2.61968], [2.33169, 2.24455, -1.77125], [3.44839, 0.97162, -1.37951], [2.54473, 2.53402, 0.77497], [3.49269, 1.01743, 0.80704], [2.04801, 1.16212, 1.77831]],
  "forces_ev_per_a": [[0.155, -0.714, 0.494], [-0.929, 0.124, 1.779], [0.692, 0.379, -0.334], [-0.474, 0.859, -0.850], [-0.070, 0.905, -1.287], [0.222, 0.025, 0.302], [0.049, -0.207, 0.214], [-0.188, -0.403, 0.228], [-0.144, -0.836, 1.094], [-0.632, 0.202, -0.614], [0.449, 0.223, 0.064], [0.029, -0.020, 0.377], [0.065, -0.067, -0.147], [-0.048, 0.120, -0.405], [-0.037, -0.025, -0.158], [0.207, -0.289, -0.348], [0.886, 0.957, -0.789], [-0.289, -0.015, 0.317], [-0.249, -0.301, 0.371], [0.298, -0.668, 0.305], [0.122, -0.235, 0.058], [-0.531, 0.004, -0.169], [0.050, -0.114, 0.038], [0.375, -0.576, -0.700], [-0.344, -0.061, 0.524], [0.972, 0.088, -0.547], [-0.281, 0.023, 0.013], [0.107, 0.139, 0.219], [-0.248, 0.385, 0.339], [-0.156, 0.869, -0.414], [-0.133, 0.052, 0.217], [-0.146, -0.512, -0.271], [-0.006, 0.448, -0.512], [-0.402, -0.553, -0.132], [1.210, 0.464, -0.183], [0.350, 0.192, -0.011], [-0.272, -0.045, 0.024], [0.499, 0.298, 0.260], [0.484, -0.318, 0.261], [-0.136, 0.031, 0.001], [-0.187, -0.393, -0.238], [-0.063, 0.440, 0.640], [0.378, -0.177, -0.188], [-0.058, -0.388, -0.146], [0.190, 0.078, 0.222], [-0.416, 0.095, -0.058], [-0.490, -0.267, 0.459], [-0.441, 0.015, 0.159], [-0.030, -0.237, -0.180], [-0.010, 0.002, -0.047], [0.028, 0.069, -0.060], [-0.405, -0.065, -0.190]],
  "fmax_ev_per_a": 2.011,
  "relative_energy_kj_mol": 0.0,
  "molar_mass_g_mol": 570.77,
  "homo_ev": [-9.70, -9.63],
  "spin_multiplicity": 2,
  "total_energy_ha": -5677.10351
}